(1)
{"formula": "C5H11NO2", "method": "ωB97M-V/def2-TZVPD", "species": ["C", "C", "O", "N", "O", "C", "C", "C", "H", "H", "H", "H", "H", "H", "H", "H", "H", "H", "H"], "xyz": [[-1.205, 2.434, -0.718], [-0.199, 1.570, 0.009], [0.706, 2.094, 0.654], [-0.434, 0.192, -0.058], [-1.791, -0.214, -0.095], [0.458, -0.741, 0.613], [1.891, -0.647, -0.093], [-0.045, -2.183, 0.628], [-0.664, 3.164, -1.327], [-1.870, 1.866, -1.370], [-1.809, 2.969, 0.021], [-1.888, -0.493, -1.024], [0.620, -0.395, 1.639], [1.828, -1.062, -1.105], [2.603, -1.245, 0.485], [2.327, 0.351, -0.172], [0.697, -2.847, 1.084], [-0.966, -2.272, 1.215], [-0.259, -2.540, -0.385]], "homo_ev": -9.4405, "smiles": "CC(=O)N(O)C(C)C", "homo_lumo_gap_ha": 0.3714, "lumo_energy_ha": 0.0244}

---

(2)
{"formula": "C5H11NO2", "method": "ωB97M-V/def2-TZVPD", "species": ["C", "C", "C", "N", "C", "C", "O", "O", "H", "H", "H", "H", "H", "H", "H", "H", "H", "H", "H"], "xyz": [[0.899, 1.589, 1.218], [-0.254, 0.601, 1.653], [-1.444, 0.733, 0.687], [-1.738, -0.378, -0.218], [-0.821, -0.742, -1.279], [0.628, -0.826, -0.805], [1.102, -1.299, 0.219], [1.486, -0.081, -1.657], [0.912, 1.395, 0.100], [1.792, 1.458, 1.825], [0.629, 2.666, 1.308], [-0.464, 0.797, 2.761], [-0.050, -0.431, 1.653], [-2.408, 0.911, 1.336], [-1.299, 1.676, 0.101], [-2.031, -1.162, 0.113], [-1.122, -1.764, -1.618], [-0.883, -0.025, -2.216], [2.336, 0.031, -1.177]], "homo_ev": -9.1028, "smiles": "CCCNCC(=O)O", "homo_lumo_gap_ha": 0.3664, "lumo_energy_ha": 0.0319}

---

(3)
{"formula": "C5H11NO2", "method": "ωB97M-V/def2-TZVPD", "species": ["H", "N", "C", "C", "O", "C", "H", "H", "H", "H", "H", "H", "C", "C", "O", "H", "H", "H", "H"], "xyz": [[-0.111, 0.079, 2.976], [-0.395, 0.439, 2.063], [0.469, 0.134, 1.191], [1.838, -0.436, 1.354], [0.169, 0.531, -0.144], [-0.009, 1.876, -0.609], [1.770, -1.437, 1.785], [2.357, -0.515, 0.399], [2.414, 0.182, 2.050], [0.541, 2.634, -0.054], [-1.069, 2.126, -0.609], [0.393, 1.836, -1.624], [-1.322, -0.781, -2.256], [-1.325, -0.640, -0.925], [-0.838, -1.798, 0.093], [-0.431, -1.049, -2.810], [-2.251, -0.687, -2.803], [-2.212, -0.299, -0.407], [0.012, -2.195, 0.329]], "homo_ev": -8.3057, "smiles": "[H]/N=C(\\C)OC.C=CO", "homo_lumo_gap_ha": 0.3337, "lumo_energy_ha": 0.0285}